154
Properties=species:S:1:pos:R:3:mulliken_charge:R:1 method="wB97M-V/def2-TZVPD" largest_force_ev_per_a=3.75 smiles=CCN(CC)CC.CCN(CC)CC.CCN(CC)CC.CCN(CC)CC.CCN(CC)CC.CCN(CC)CC.CCN(CC)CC de_lowest_kj_mol=685.3 energy_ev=-55678.4402
C 1.2344 2.3154 9.3086 -1.0361
C 2.3041 2.0330 10.4534 -0.6068
N 3.7021 2.4716 10.0543 0.1056
C 3.9024 3.9774 10.2306 -0.3255
C 3.9951 4.4030 11.6083 -1.3089
C 4.3696 1.8720 8.9177 -0.4735
C 5.8835 1.9034 9.0237 -1.2249
H 0.2554 2.2436 9.7825 0.3771
H 1.1499 1.6025 8.4884 0.2984
H 1.3310 3.3053 8.8624 0.2904
H 2.1437 2.5537 11.3974 0.2551
H 2.2454 0.9872 10.7549 0.3856
H 4.6852 4.4036 9.6032 0.4041
H 2.9853 4.4568 9.8882 0.1705
H 3.7195 5.4479 11.7511 0.3540
H 3.4709 3.8669 12.3994 0.3046
H 4.9856 4.2965 12.0506 0.3251
H 3.9416 1.9465 7.9180 0.3548
H 4.1722 0.8107 9.0682 0.3467
H 6.4716 1.0045 8.8387 0.3510
H 6.1685 2.1154 10.0542 0.3439
H 6.3724 2.7717 8.5819 0.3087
C 3.7136 -5.2777 -2.9747 -1.1989
C 2.3664 -4.6701 -2.5295 -0.3064
N 1.2556 -5.6124 -2.6040 0.0088
C 0.2718 -5.2298 -1.6096 -0.5210
C 0.7257 -5.6486 -0.2190 -1.2938
C 0.6804 -5.6983 -3.9980 -0.6081
C 1.4494 -6.2047 -5.2675 -1.3642
H 3.5566 -5.7670 -3.9359 0.1783
H 4.1959 -6.0220 -2.3409 0.2922
H 4.5618 -4.7002 -3.3423 0.4203
H 2.4694 -4.3505 -1.4925 0.3310
H 2.2883 -3.7503 -3.1092 0.2316
H 0.2033 -4.1444 -1.6817 0.3150
H -0.6359 -5.6596 -2.0333 0.4705
H -0.1873 -5.8426 0.3441 0.4074
H 1.1325 -6.6584 -0.1643 0.3259
H 1.2628 -4.8848 0.3434 0.3656
H 0.1681 -4.7383 -4.0619 0.5013
H -0.1605 -6.3820 -3.8810 0.3133
H 2.2158 -5.5288 -5.6469 0.3933
H 0.7125 -6.0688 -6.0590 0.4175
H 1.5995 -7.2832 -5.3154 0.3209
C -6.5994 -3.0719 -4.7518 -0.9016
C -5.0866 -3.1269 -4.9836 -0.6741
N -4.7272 -3.8934 -6.2288 0.0882
C -5.1133 -3.3007 -7.5286 -0.4693
C -4.5408 -1.8903 -7.5871 -1.2896
C -4.9418 -5.3031 -6.0721 -0.8751
C -6.2678 -5.9057 -6.5089 -1.0272
H -7.0315 -3.0054 -5.7503 0.2252
H -6.8296 -2.1859 -4.1601 0.3554
H -6.9907 -4.0041 -4.3446 0.2621
H -4.7821 -2.0828 -4.9109 0.3464
H -4.5388 -3.6432 -4.1953 0.3797
H -4.6276 -3.8977 -8.3006 0.4442
H -6.1781 -3.3183 -7.7609 0.3499
H -4.8232 -1.5144 -8.5705 0.4184
H -5.0720 -1.2829 -6.8543 0.2499
H -3.4934 -2.0295 -7.3195 0.3552
H -4.6056 -5.5568 -5.0668 0.4057
H -4.1470 -5.7759 -6.6491 0.4291
H -7.1581 -5.3764 -6.1693 0.2527
H -6.3785 -6.9624 -6.2656 0.3761
H -6.2813 -5.9173 -7.5988 0.2983
C 2.8779 2.0296 -8.2196 -1.3859
C 4.2424 2.2443 -8.8567 -0.4084
N 4.2271 3.5448 -9.5930 0.0225
C 4.2758 4.6773 -8.7042 -0.4031
C 4.3734 6.1216 -9.3108 -1.4826
C 5.1988 3.5770 -10.6147 -0.7133
C 6.6854 3.4945 -10.2130 -1.1058
H 2.6648 0.9613 -8.2559 0.3826
H 2.0876 2.3762 -8.8854 0.3667
H 2.7164 2.5160 -7.2576 0.3287
H 4.8993 2.1502 -7.9920 0.2640
H 4.4866 1.3784 -9.4720 0.4819
H 5.0872 4.4843 -8.0024 0.4226
H 3.3920 4.6622 -8.0664 0.3628
H 3.8674 6.7470 -8.5754 0.3868
H 3.6948 6.2312 -10.1567 0.4116
H 5.3124 6.5276 -9.6871 0.3291
H 4.8936 2.8480 -11.3653 0.4269
H 5.2094 4.6169 -10.9412 0.3225
H 6.9584 2.4699 -9.9606 0.3201
H 7.3377 3.8790 -10.9970 0.3733
H 6.9697 4.0221 -9.3026 0.2970
C -2.2042 3.5035 0.0887 -1.3748
C -1.1744 2.7505 0.9653 -0.3539
N 0.2157 2.6392 0.4785 0.0361
C 0.8996 1.5152 1.1234 -0.6025
C 1.2546 1.7768 2.5808 -1.3983
C 0.4117 2.5818 -1.0129 -0.6162
C -0.0792 1.2369 -1.5418 -0.9731
H -1.8996 4.4888 -0.2640 0.3368
H -3.0723 3.5488 0.7464 0.4133
H -2.5641 2.9307 -0.7659 0.2995
H -1.1607 3.2479 1.9351 0.3720
H -1.5724 1.7453 1.1035 0.3740
H 0.2885 0.6134 1.0867 0.3274
H 1.7912 1.2204 0.5700 0.5256
H 1.5898 2.8006 2.4144 0.3246
H 0.3559 1.4534 3.1060 0.3275
H 2.2165 1.3450 2.8575 0.3736
H 1.4939 2.4824 -1.0972 0.3678
H 0.0860 3.4549 -1.5784 0.3323
H -1.1685 1.2741 -1.5516 0.2029
H 0.0570 0.2874 -1.0241 0.2911
H 0.2578 1.0229 -2.5561 0.4134
C 8.0547 -5.2826 6.0272 -1.2472
C 7.3553 -6.4557 5.3935 -0.6187
N 5.8948 -6.2516 5.1751 0.2989
C 5.2611 -7.3343 4.5597 -0.6618
C 5.5028 -7.3827 2.9768 -1.1211
C 5.0949 -5.6916 6.2696 -0.7700
C 4.7584 -4.1749 6.0502 -1.1921
H 7.9794 -4.4544 5.3227 0.3094
H 9.1188 -5.4717 6.1688 0.4004
H 7.5958 -4.9138 6.9445 0.2879
H 7.9642 -6.8729 4.5914 0.3981
H 7.4268 -7.2668 6.1182 0.4105
H 5.7164 -8.2455 4.9477 0.3373
H 4.1846 -7.4581 4.6782 0.3859
H 5.1850 -8.3558 2.6024 0.3866
H 4.9676 -6.5084 2.6065 0.2706
H 6.5772 -7.2161 2.8990 0.2676
H 5.5368 -6.1004 7.1783 0.4506
H 4.1120 -6.1593 6.3272 0.4500
H 3.7920 -4.0015 6.5237 0.3977
H 4.7105 -3.8487 5.0113 0.3119
H 5.4469 -3.5280 6.5938 0.2476
C -7.7522 7.3058 2.9827 -1.2601
C -9.2685 7.4513 3.3488 -0.3110
N -10.1483 6.7877 2.3307 -0.0592
C -9.8646 5.3522 2.1932 -0.8202
C -10.1234 4.4612 3.4356 -1.0365
C -11.6232 6.9577 2.4674 -0.4739
C -12.1551 8.3540 2.3214 -1.2593
H -7.2268 7.9888 3.6503 0.4086
H -7.4854 7.5292 1.9498 0.3237
H -7.5024 6.2550 3.1293 0.2882
H -9.3543 7.1890 4.4033 0.2643
H -9.6578 8.4533 3.1684 0.3826
H -10.2740 4.9837 1.2526 0.4432
H -8.8325 5.2234 1.8672 0.3851
H -9.6523 4.7348 4.3797 0.2506
H -11.2003 4.3177 3.5240 0.3150
H -9.7264 3.4677 3.2270 0.3999
H -11.9138 6.4873 3.4067 0.3570
H -12.2596 6.3378 1.8359 0.4185
H -11.9945 8.9784 1.4425 0.3285
H -11.6007 8.9360 3.0575 0.2972
H -13.2212 8.3225 2.5464 0.3578